1.
Computed, not measured: a structure of composition C3H4N4O2S at a distorted geometry, with wB97M-V/def2-TZVPD.

Calculated values
* electronic energy: -24063.67592 eV
* HOMO energy: -0.3180 Ha
* frontier orbital gap: 8.9 eV
* ΔE to the lowest compared entry with this formula, charge and spin: 54.14 kcal/mol

Each line ends with the Löwdin charge.
Positions of all 14 atoms, in Å:
C -1.252 -1.025 -0.816  -0.7093
C 0.557 3.140 0.399  -0.4766
C 1.505 -1.207 -0.042  -0.1194
N -1.367 0.482 0.928  -0.0111
N -0.144 0.149 0.996  -0.0287
N -1.992 -0.169 -0.102  -0.0149
N 0.226 -0.805 0.265  -0.1318
O -0.379 3.232 -0.228  0.2143
O 1.480 2.879 1.037  0.1921
S -1.247 -2.190 -1.934  0.6436
H 2.211 -1.324 0.757  0.0767
H 1.288 -2.244 -0.457  0.0822
H 2.110 -0.641 -0.860  0.1197
H -2.996 -0.277 0.057  0.1630

2.
Computed, not measured: a structure of composition C3H4N4S at a distorted geometry, with wB97M-V/def2-TZVPD.

Calculated values
* electronic energy: -19967.93502 eV
* HOMO energy: -0.3425 Ha
* frontier orbital gap: 8.2 eV
* ΔE to the lowest compared entry with this formula, charge and spin: 62.24 kcal/mol

Each line ends with the Löwdin charge.
Positions of all 12 atoms, in Å:
C -1.415 -0.055 -0.010  -0.5143
C 0.066 -1.584 -0.087  -0.1110
C 0.770 -0.264 -0.058  -0.8677
H -0.018 2.443 1.182  0.2151
H -0.988 2.526 -0.392  0.1286
H -3.065 -0.726 0.260  0.1098
H 0.665 -2.458 0.027  0.1051
N -0.083 1.993 -0.019  0.0248
N -0.290 0.615 -0.119  -0.1813
N -2.675 0.287 -0.070  0.1334
N -1.179 -1.461 0.161  0.1337
S 2.280 -0.026 0.011  0.8237

3.
Computed, not measured: a cluster of 2 separate species, C3H4N4S in total at a distorted geometry, with wB97M-V/def2-TZVPD.

Calculated values
* electronic energy: -19968.66013 eV
* HOMO energy: -0.3268 Ha
* structure (SMILES): [H]/N=C/N=C=S.N#CN
* frontier orbital gap: 8.9 eV
* ΔE to the lowest compared entry with this formula, charge and spin: 45.52 kcal/mol

Each line ends with the Löwdin charge.
Positions of all 12 atoms, in Å:
C -0.427 2.482 0.016  -0.2901
C -0.229 -1.243 -0.110  -0.4786
C -1.920 0.443 0.034  -0.7568
N -1.151 1.312 0.232  0.0623
N 0.614 -0.494 0.141  0.1692
N 0.136 2.652 -1.061  0.1468
N -0.953 -2.322 -0.302  0.0425
S -3.274 -0.392 -0.127  0.6892
H -0.483 3.121 0.935  0.1357
H 0.569 3.502 -1.324  0.0479
H -1.647 -2.406 0.489  0.0907
H -1.436 -2.577 -1.226  0.1412

4.
Computed, not measured: a cluster of 2 separate species, C3H4N6O2 in total at a distorted geometry, with wB97M-V/def2-TZVPD.

Calculated values
* electronic energy: -16204.92322 eV
* HOMO energy: -0.3868 Ha
* structure (SMILES): [H]/N=[N+](\[O-])O.N#Cn1ccnn1
* frontier orbital gap: 10.6 eV
* ΔE to the lowest compared entry with this formula, charge and spin: 3.21 kcal/mol

Each line ends with the Löwdin charge.
Positions of all 15 atoms, in Å:
C -2.753 0.816 -0.542  -0.1162
C -2.243 -0.457 -0.719  -0.0133
C -0.231 -1.477 0.187  -0.2332
N -2.029 1.392 0.418  0.0009
N -1.062 0.694 0.808  0.0581
N 0.554 -2.331 0.271  0.1995
N -1.173 -0.517 0.140  -0.0820
N 2.200 0.612 1.103  0.1379
N 2.371 0.330 -0.072  -0.4900
O 3.643 -0.180 -0.328  0.0175
O 1.646 0.391 -1.045  0.0136
H -3.737 1.143 -0.833  0.1044
H -2.730 -1.225 -1.272  0.1195
H 4.222 -0.352 0.534  0.1842
H 1.320 1.160 1.350  0.0990

5.
Computed, not measured: a cluster of 2 separate species, C3H4NO in total at a distorted geometry, with wB97M-V/def2-TZVPD.

Calculated values
* electronic energy: -6703.65441 eV
* charge: +1
* HOMO energy: -0.6207 Ha
* frontier orbital gap: 11.1 eV
* ΔE to the lowest compared entry with this formula, charge and spin: 23.43 kcal/mol

Each line ends with the Löwdin charge.
Positions of all 9 atoms, in Å:
C -1.155 -0.093 0.847  0.1535
C -0.021 -0.443 -2.749  -0.0211
C 1.200 0.446 0.992  0.1631
N 0.048 0.083 0.887  0.0360
O 0.161 -0.690 -3.831  0.0572
H -1.752 -0.812 1.462  0.1559
H -1.897 0.484 0.308  0.1352
H 1.559 0.920 1.945  0.1644
H 1.856 0.105 0.137  0.1558

6.
Computed, not measured: the ion C3H4NO with charge +1 at a distorted geometry, with wB97M-V/def2-TZVPD.

Calculated values
* electronic energy: -6701.60888 eV
* charge: +1
* HOMO energy: -0.6681 Ha
* frontier orbital gap: 10.8 eV
* ΔE to the lowest compared entry with this formula, charge and spin: 70.60 kcal/mol

Each line ends with the Löwdin charge.
Positions of all 9 atoms, in Å:
C -2.455 0.026 0.075  -0.1868
C 0.031 0.282 0.020  0.0029
C -0.578 -1.024 0.004  0.0107
N -2.641 1.150 -0.077  0.2968
O -1.836 -1.164 -0.021  0.1983
H 0.034 0.865 1.116  0.2377
H 1.126 0.188 -0.283  0.1469
H -0.541 0.953 -0.536  0.0634
H 0.092 -1.994 -0.057  0.2302

7.
Computed, not measured: a cluster of 2 separate species, C3H4NO2S in total at a distorted geometry, with wB97M-V/def2-TZVPD.

Calculated values
* electronic energy: -19595.42828 eV
* charge: -1
* HOMO energy: -0.0713 Ha
* frontier orbital gap: 5.5 eV
* ΔE to the lowest compared entry with this formula, charge and spin: 42.83 kcal/mol

Each line ends with the Löwdin charge.
Positions of all 11 atoms, in Å:
C -0.782 1.414 0.810  -0.2318
C 1.597 1.563 -1.186  -0.4875
C -0.482 -0.443 -0.540  -0.8353
N -1.132 0.727 -0.213  -0.1851
O 2.007 1.854 -0.147  0.1624
O 1.429 1.390 -2.300  0.1875
S -0.927 -1.251 -1.959  0.4816
H -1.290 2.346 1.152  0.0246
H 0.140 1.176 1.375  0.0314
H 0.338 -0.715 0.065  0.0085
H -0.038 -1.034 -3.194  -0.1563

8.
Computed, not measured: a structure of composition C3H4NO2S at a distorted geometry, with wB97M-V/def2-TZVPD.

Calculated values
* electronic energy: -19592.30985 eV
* charge: -1
* HOMO energy (alpha / beta): -0.0963 / -0.1441 Ha
* frontier orbital gap (alpha / beta): 6.3 / 7.5 eV
* ΔE to the lowest compared entry with this formula, charge and spin: 20.60 kcal/mol
* spin multiplicity: 3

Each line ends with the Mulliken spin population.
Positions of all 11 atoms, in Å:
C 2.508 0.687 0.012  -0.0461
C 0.246 -0.894 0.302  0.7146
C -2.225 -0.074 -0.233  0.0593
N 2.676 -0.535 -0.255  0.8915
O 1.531 1.418 0.406  0.0497
O -0.216 -1.993 0.237  0.1811
S -0.439 0.628 0.150  0.0989
H 3.343 1.310 -0.144  0.0438
H -2.372 -0.204 0.964  0.0009
H -2.314 -1.055 -0.696  -0.0031
H -2.738 0.712 -0.741  0.0095

9.
Computed, not measured: a structure of composition C3H4NOS at a distorted geometry, with wB97M-V/def2-TZVPD.

Calculated values
* electronic energy: -17536.04210 eV
* charge: +1
* HOMO energy (alpha / beta): -0.5847 / -0.5847 Ha
* frontier orbital gap (alpha / beta): 8.1 / 8.1 eV
* ΔE to the lowest compared entry with this formula, charge and spin: 71.33 kcal/mol

Each line ends with the Löwdin charge.
Positions of all 10 atoms, in Å:
C 1.864 -0.053 -0.720  -0.0178
C -0.420 1.009 -0.361  -0.1413
C -0.709 -0.328 0.200  -0.2235
N 0.989 0.765 -0.668  0.0761
O 1.180 -1.901 1.249  -0.3390
S 0.805 -1.493 -0.063  1.0978
H -0.988 1.364 -1.152  0.1195
H -0.422 1.851 0.401  0.1732
H -0.788 -0.431 1.409  0.1808
H -1.510 -0.782 -0.293  0.0742

10.
Computed, not measured: a structure of composition C3H4NOS at a distorted geometry, with wB97M-V/def2-TZVPD.

Calculated values
* electronic energy: -17536.14857 eV
* charge: +1
* HOMO energy (alpha / beta): -0.5970 / -0.5970 Ha
* frontier orbital gap (alpha / beta): 8.7 / 8.7 eV
* ΔE to the lowest compared entry with this formula, charge and spin: 68.87 kcal/mol

Each line ends with the Löwdin charge.
Positions of all 10 atoms, in Å:
C -0.745 2.072 -0.389  0.0941
C -0.959 -0.447 0.125  -0.1888
C 0.532 -0.696 -0.085  -0.2288
N -1.066 0.951 -0.043  -0.0431
O 1.958 1.485 0.574  -0.3193
S 1.137 1.056 -0.517  1.1523
H -1.433 -0.955 -0.751  0.1634
H -1.164 -0.804 1.171  0.1679
H 1.081 -1.188 0.700  0.1123
H 0.659 -1.474 -0.784  0.0900

11.
Computed, not measured: an isolated molecule of C3H4NP at a distorted geometry, with wB97M-V/def2-TZVPD.

Calculated values
* electronic energy: -13950.22674 eV
* HOMO energy (alpha / beta): -0.3127 / -0.3041 Ha
* frontier orbital gap (alpha / beta): 6.6 / 7.1 eV
* ΔE to the lowest compared entry with this formula, charge and spin: 71.87 kcal/mol

Each line ends with the Löwdin charge.
Positions of all 9 atoms, in Å:
C -0.919 0.265 0.352  -0.2522
C -1.024 -1.000 -0.108  0.0441
C 1.314 0.759 -0.213  -0.6871
N 0.064 1.141 -0.030  -0.0215
P 2.309 -0.496 0.430  0.7490
H -1.604 0.663 0.923  0.0451
H -1.858 -1.510 0.306  0.0524
H 1.985 1.423 -0.874  0.0521
H -0.268 -1.244 -0.784  0.0182

12.
Computed, not measured: the ion C3H4NS with charge +1 at a distorted geometry, with wB97M-V/def2-TZVPD.

Calculated values
* electronic energy: -15488.53187 eV
* charge: +1
* HOMO energy (alpha / beta): -0.4937 / -0.4937 Ha
* frontier orbital gap (alpha / beta): 7.5 / 7.5 eV
* ΔE to the lowest compared entry with this formula, charge and spin: 96.94 kcal/mol

Each line ends with the Löwdin charge.
Positions of all 9 atoms, in Å:
C -1.241 0.008 0.143  -0.1183
C 0.471 2.183 -0.996  -0.3065
C 0.705 -1.477 0.477  0.1181
N -0.355 -0.828 0.354  -0.0003
S -0.981 1.966 -0.587  1.0148
H -2.254 0.056 0.294  0.0600
H 1.464 1.936 -0.965  -0.0209
H 1.348 -2.009 -0.233  0.1242
H 0.844 -1.835 1.512  0.1290

13.
Computed, not measured: the ion C3H4NS with charge +1 at a distorted geometry, with wB97M-V/def2-TZVPD.

Calculated values
* electronic energy: -15484.04391 eV
* charge: +1
* HOMO energy (alpha / beta): -0.5174 / -0.5181 Ha
* frontier orbital gap (alpha / beta): 7.5 / 7.5 eV
* ΔE to the lowest compared entry with this formula, charge and spin: 200.43 kcal/mol

Each line ends with the Löwdin charge.
Positions of all 9 atoms, in Å:
C 0.868 1.157 -0.860  0.2712
C 1.959 0.792 1.165  -0.2677
C -0.439 -0.575 0.464  -0.3402
N -0.167 0.164 -0.817  -0.0989
S 0.975 -0.401 1.669  0.9140
H -1.346 -0.266 0.925  0.0908
H -0.800 -1.523 0.191  0.0870
H -0.843 0.949 -1.065  0.1995
H -0.207 -0.296 -1.672  0.1444

14.
Computed, not measured: a cluster of 2 separate species, C3H4NS in total at a distorted geometry, with wB97M-V/def2-TZVPD.

Calculated values
* electronic energy: -15488.61472 eV
* charge: +1
* HOMO energy (alpha / beta): -0.4776 / -0.4777 Ha
* frontier orbital gap (alpha / beta): 6.9 / 6.9 eV
* ΔE to the lowest compared entry with this formula, charge and spin: 95.03 kcal/mol

Each line ends with the Löwdin charge.
Positions of all 9 atoms, in Å:
C -0.308 -0.911 -1.392  0.2249
C -0.597 -0.189 2.044  -0.4267
C 0.733 0.584 0.146  -0.0881
N 0.155 -0.086 -0.739  -0.0943
S 0.110 -0.186 3.386  0.9837
H -0.518 -1.148 -2.384  0.0943
H -1.371 -0.594 1.409  0.0406
H 0.188 1.559 0.469  0.1384
H 1.819 0.405 0.286  0.1272

15.
Computed, not measured: the ion C3H4NS with charge +1 at a distorted geometry, with wB97M-V/def2-TZVPD.

Calculated values
* electronic energy: -15491.86317 eV
* charge: +1
* HOMO energy: -0.6015 Ha
* frontier orbital gap: 9.4 eV
* ΔE to the lowest compared entry with this formula, charge and spin: 20.11 kcal/mol

Each line ends with the Löwdin charge.
Positions of all 9 atoms, in Å:
C 0.498 -0.262 0.834  -0.0463
C -1.278 -0.687 -0.355  -0.3374
C 0.615 0.875 -0.212  -0.3727
N -0.470 -1.115 0.610  0.0353
S -0.811 0.676 -1.278  1.1265
H 1.286 -0.697 1.519  0.1691
H -2.117 -1.395 -0.737  0.1520
H 0.499 1.820 0.224  0.0688
H 1.778 0.784 -0.604  0.2048

16.
Computed, not measured: the ion C3H4NS with charge +1 at a distorted geometry, with wB97M-V/def2-TZVPD.

Calculated values
* electronic energy: -15489.98238 eV
* charge: +1
* HOMO energy (alpha / beta): -0.5019 / -0.5019 Ha
* frontier orbital gap (alpha / beta): 7.8 / 7.8 eV
* ΔE to the lowest compared entry with this formula, charge and spin: 63.49 kcal/mol

Each line ends with the Löwdin charge.
Positions of all 9 atoms, in Å:
C -1.561 0.323 -0.044  0.2488
C 0.606 1.320 0.010  -0.4099
C 0.703 -1.335 -0.008  -0.2533
N -0.656 1.067 0.013  -0.0174
S 1.672 -0.030 -0.004  1.1577
H -2.545 -0.056 -0.003  0.1284
H 0.992 2.319 0.025  0.0952
H -0.378 -1.304 0.042  0.0023
H 1.167 -2.304 -0.031  0.0481

17.
Computed, not measured: a structure of composition C3H4NS at a distorted geometry, with wB97M-V/def2-TZVPD.

Calculated values
* electronic energy: -15489.68877 eV
* charge: +1
* HOMO energy: -0.4862 Ha
* frontier orbital gap: 8.2 eV
* ΔE to the lowest compared entry with this formula, charge and spin: 70.26 kcal/mol

Each line ends with the Löwdin charge.
Positions of all 9 atoms, in Å:
C -0.021 1.402 -1.710  0.3241
C 0.634 -1.311 0.925  -0.5784
C -0.630 0.191 0.404  -0.0867
N -0.313 0.770 -0.783  0.0550
S 1.433 -1.128 2.213  0.8661
H 0.270 1.900 -2.626  0.1402
H 0.573 -2.134 0.111  0.0847
H -1.528 -0.442 0.243  0.1366
H -0.418 0.751 1.222  0.0584

18.
Computed, not measured: the ion C3H4NS with charge +1 at a distorted geometry, with wB97M-V/def2-TZVPD.

Calculated values
* electronic energy: -15489.42180 eV
* charge: +1
* HOMO energy (alpha / beta): -0.4481 / -0.5930 Ha
* frontier orbital gap (alpha / beta): 6.3 / 8.4 eV
* ΔE to the lowest compared entry with this formula, charge and spin: 0.00 kcal/mol
* spin multiplicity: 3

Each line ends with the Mulliken spin population.
Positions of all 9 atoms, in Å:
C 1.013 0.514 0.227  0.5030
C 0.446 1.436 -0.536  0.3915
C -0.877 -0.866 -0.065  0.3200
N 0.188 -0.539 0.568  -0.0408
S -0.631 1.859 -1.524  0.7311
H 2.030 0.727 0.592  0.0410
H -1.504 -1.512 0.408  0.0249
H -0.944 -0.652 -1.119  0.0293
H 0.279 -0.967 1.448  -0.0001

19.
Computed, not measured: a structure of composition C3H4Na2O3 at a distorted geometry, with wB97M-V/def2-TZVPD.

Calculated values
* electronic energy: -18148.50468 eV
* HOMO energy: -0.1930 Ha
* frontier orbital gap: 4.7 eV
* ΔE to the lowest compared entry with this formula, charge and spin: 7.40 kcal/mol

Each line ends with the Löwdin charge.
Positions of all 12 atoms, in Å:
H -1.164 3.307 1.389  0.0929
O -1.899 1.628 0.538  -0.0635
O -0.743 -1.669 -1.550  -0.2374
C -0.985 2.286 1.000  -0.0623
C 0.425 -1.879 -1.144  -0.2845
H -0.005 1.827 1.236  0.0976
Na -2.402 -0.148 -1.014  0.6719
Na 2.623 -2.932 -0.637  0.5767
O 2.174 -1.047 0.413  -0.4273
C 0.946 -0.793 -0.128  -0.5371
H 0.115 -0.737 0.641  0.0841
H 0.916 0.155 -0.743  0.0888

20.
Computed, not measured: an isolated molecule of C3H4O at a distorted geometry, with wB97M-V/def2-TZVPD.

Calculated values
* electronic energy: -5220.90788 eV
* HOMO energy: -0.3494 Ha
* structure (SMILES): O=C1CC1
* frontier orbital gap: 10.3 eV
* ΔE to the lowest compared entry with this formula, charge and spin: 28.34 kcal/mol

Each line ends with the Löwdin charge.
Positions of all 8 atoms, in Å:
C 0.203 -0.719 -0.513  -0.3821
C 0.633 0.550 0.021  -0.0506
C -0.763 -0.090 0.412  -0.0336
O 0.481 -1.680 -1.265  0.0647
H 1.395 0.626 0.680  0.0669
H 0.511 1.399 -0.585  0.0956
H -1.494 0.574 -0.109  0.1166
H -0.966 -0.658 1.358  0.1225